#a
C3H4O3 | the ωB97M-V functional and the def2-TZVPD basis

Each line ends with the natural charge from an NBO analysis.
Cartesian coordinates (Å):
O  0.346  -0.763  -1.180  -0.557
O  -0.703  1.924  0.819  -0.568
O  0.675  -0.735  1.372  -0.583
C  0.724  -0.031  0.307  0.268
C  -0.434  -1.766  -1.032  0.042
C  -0.522  0.677  0.517  0.438
H  -0.456  -2.253  -2.042  0.076
H  1.647  0.469  -0.012  0.150
H  0.130  2.427  0.765  0.508
H  -1.408  0.052  0.486  0.226

Properties
**Orbital gap**: 7.245 eV
**Net charge**: 0

#b
C3H4O3 | the ωB97M-V functional and the def2-TZVPD basis

Each line ends with the natural charge from an NBO analysis.
Cartesian coordinates (Å):
O  -1.441  1.519  -0.347  -0.698
O  -1.227  -1.142  -0.098  -0.507
O  2.171  -0.685  0.317  -0.461
C  -0.168  1.002  -0.078  -0.169
C  1.112  -1.252  0.209  0.343
C  -0.196  -0.507  -0.023  0.453
H  0.240  1.354  0.889  0.206
H  0.997  -2.354  0.272  0.137
H  -2.041  0.756  -0.287  0.485
H  0.553  1.308  -0.854  0.211

Properties
**Orbital gap**: 9.495 eV
**Net charge**: 0

#c
C3H4O3 | the ωB97M-V functional and the def2-TZVPD basis

Each line ends with the natural charge from an NBO analysis.
Cartesian coordinates (Å):
O  2.065  -0.895  -0.474  -0.467
O  0.673  1.215  -0.317  -0.713
O  -1.846  -1.031  -0.310  -0.517
C  0.071  0.131  0.425  -0.141
C  0.975  -0.914  0.117  0.392
C  -1.246  0.098  -0.265  0.410
H  -0.093  0.180  1.536  0.235
H  0.590  -1.983  0.221  0.141
H  -1.689  1.066  -0.849  0.171
H  0.501  2.133  -0.083  0.489

Properties
**Orbital gap**: 10.281 eV
**Net charge**: 0

Least stable structure among those shown: #a.